No. 1
59
Properties=species:S:1:pos:R:3:forces:R:3:lowdin_charge:R:1 method="wB97M-V/def2-TZVPD" homo_lumo_gap_ev=8.18 total_charge=0 smiles="CCOc1cc(N2CCOCC2)c(OCC)cc1NC(=O)c1cc(C)cc(C)c1"
H 3.2891 2.6450 -2.0778 0.00 0.10 -0.09 0.118
C 4.8014 2.9857 0.1361 0.07 -0.03 -0.03 -0.046
H -0.4776 3.4337 2.7171 -0.05 0.06 0.07 0.077
H 1.9332 -1.3177 -1.2886 -0.12 -0.10 0.00 0.126
C 0.6430 -1.5460 1.1322 -0.62 -0.07 -0.10 -0.177
C 3.1409 -1.6165 1.1264 0.03 -0.12 0.01 -0.434
C 3.9456 0.6699 0.5709 -0.14 -0.15 -0.01 0.015
H -3.6499 -1.4610 -1.1268 -0.03 -0.03 0.02 0.127
C -3.7870 0.9616 1.1543 -0.27 0.27 0.00 -0.130
C -5.1630 0.0656 -1.1074 0.14 -0.35 -0.08 -0.195
C 0.4169 -0.1715 1.1443 -0.19 0.09 0.11 0.052
H -4.6549 0.6230 -1.9094 -0.03 -0.08 0.04 0.128
H 0.8967 2.2340 0.2481 -0.09 0.01 -0.02 0.106
H -3.0384 1.6192 1.5884 -0.10 -0.03 0.03 0.117
C 3.1877 -0.4373 0.2128 0.30 0.14 -0.32 -0.152
H -4.3096 2.3987 -0.3635 -0.02 -0.02 0.07 0.129
H -2.4852 -2.5633 0.4378 -0.11 -0.07 -0.04 0.120
H 1.8815 -2.9714 1.9306 0.15 0.14 -0.06 0.165
C 0.0222 2.6212 0.7849 0.32 0.33 0.13 -0.228
H 0.7107 2.1342 2.7856 0.06 -0.05 0.09 0.070
C -0.3783 -4.1536 -1.5436 0.12 0.03 0.41 -0.065
H 0.5398 -5.3749 -0.0115 0.07 0.11 -0.04 0.124
C 0.4136 -4.3162 -0.2505 0.10 -0.19 -0.54 -0.242
H -5.3719 2.4417 1.0767 0.08 0.00 -0.02 0.126
O -0.2581 -3.7750 0.8781 -0.11 0.40 0.36 -0.068
C 3.2691 1.7729 -1.4386 0.00 -0.11 0.08 -0.012
O -1.0537 1.7062 0.7123 -0.22 -0.35 -0.02 -0.065
H 5.8183 2.8756 -0.2413 0.08 0.07 0.01 0.086
H 1.1889 3.7343 2.2050 0.11 0.09 0.03 0.077
H -5.9604 -0.5433 -1.5373 0.09 0.00 -0.02 0.125
C -0.8165 0.3643 0.8245 0.01 -0.09 0.03 -0.175
H 4.3818 3.8958 -0.2866 0.01 0.09 0.01 0.076
C -1.6802 -1.8674 0.6070 0.05 0.08 0.11 0.063
N 1.8995 -2.0883 1.4322 -0.15 -0.53 0.27 0.154
H -4.6605 -1.4440 0.3507 0.05 -0.05 -0.05 0.133
H 4.8556 3.0872 1.2174 0.03 0.06 0.06 0.077
O -5.7850 0.9652 -0.2230 -0.16 -0.02 0.05 -0.131
C 2.5015 -0.4469 -0.9948 0.24 0.08 0.08 0.002
C -4.8232 1.7897 0.3953 0.25 0.05 0.31 -0.189
C -4.1367 -0.8191 -0.3912 -0.20 0.25 -0.19 -0.154
H -4.2932 0.4042 1.9599 0.03 0.04 -0.01 0.136
C -0.4228 -2.4004 0.8553 0.31 0.15 -0.05 -0.231
N -3.1504 0.0414 0.2280 -0.13 0.10 -0.25 -0.092
H 2.0374 1.4956 -3.7418 -0.02 0.03 -0.08 0.075
H -0.3427 3.5071 0.2557 0.12 -0.12 0.01 0.127
H 1.9203 -0.2680 -3.6564 -0.02 -0.04 -0.09 0.082
H 1.2438 0.4708 1.3913 0.00 0.13 0.02 0.108
C 3.9859 1.7891 -0.2485 -0.08 0.01 0.05 -0.265
C 1.7551 0.6580 -3.1091 -0.03 0.00 0.03 -0.040
H 0.1552 -4.6300 -2.3615 0.05 -0.04 -0.12 0.076
H 0.6887 0.7325 -2.8933 -0.08 0.01 -0.06 0.083
H 1.4066 -3.8606 -0.3654 -0.09 -0.08 0.09 0.110
H -0.5121 -3.0983 -1.7751 -0.01 0.06 -0.09 0.068
H -1.3579 -4.6144 -1.4439 -0.11 -0.05 -0.03 0.079
C -1.9115 -0.4969 0.5746 0.26 -0.03 0.05 -0.145
C 2.5349 0.6612 -1.8296 0.04 -0.05 0.00 -0.261
H 4.4922 0.6531 1.5023 0.08 -0.01 0.11 0.129
O 4.1372 -2.1576 1.5631 0.15 0.10 0.02 0.083
C 0.3863 3.0021 2.2176 -0.20 -0.23 -0.33 -0.053

No. 2
59
Properties=species:S:1:pos:R:3:forces:R:3:lowdin_charge:R:1 method="wB97M-V/def2-TZVPD" homo_lumo_gap_ev=9.08 total_charge=0 smiles="CCOc1ccc(C(=O)NCC(=O)N[C@H](C)CCc2ccccc2)cc1OCC"
C -1.3204 -0.0587 2.2921 -0.39 0.36 -0.16 -0.233
H -1.3703 -0.2473 1.2137 -0.03 -0.06 0.08 0.108
O 1.9589 -2.1241 4.1225 0.03 -0.09 -0.42 -0.033
C 3.2957 -1.4635 2.3554 -0.23 -0.04 0.13 0.011
C 1.0082 -1.7987 5.1236 -0.38 0.21 0.56 -0.232
H -0.3823 1.8945 2.1705 0.05 0.10 -0.04 0.074
C 0.9948 -0.7305 2.3117 -0.03 -0.08 0.12 -0.171
H 0.5307 -0.2348 6.5170 -0.08 0.05 0.09 0.078
H 1.1925 -2.5458 5.9010 -0.06 0.10 -0.10 0.123
H -1.4809 1.8071 -5.1323 -0.15 0.06 -0.05 0.070
C -0.0067 0.7570 -3.9447 -0.07 -0.01 0.00 -0.355
C -1.2779 1.4375 2.5837 0.15 -0.40 0.00 -0.045
H -0.8289 1.3650 -2.0516 0.03 0.03 0.10 0.123
C -0.4932 1.9809 -4.7161 0.04 -0.33 -0.01 -0.040
H -2.1501 1.9103 2.1411 -0.09 0.09 -0.06 0.071
H 3.8045 1.5355 -2.9825 0.06 -0.10 -0.02 0.128
C 2.3745 0.1314 -3.8221 0.53 0.30 0.21 -0.479
H -0.0118 -1.9174 4.7494 0.21 -0.06 0.10 0.112
C -4.3066 0.5594 0.1881 -0.04 0.06 0.09 -0.095
H -1.2891 1.6081 3.6577 -0.01 0.04 0.09 0.078
H 1.0134 0.3519 4.9212 -0.04 0.11 -0.04 0.066
O 2.1782 1.6755 -0.9740 -0.09 0.21 0.07 0.047
H 0.1902 2.1932 -5.5344 0.03 0.04 -0.07 0.081
C -4.3331 -0.7264 0.7009 -0.07 -0.03 0.08 -0.114
C 2.7121 0.5973 -0.7499 0.20 -0.15 0.05 -0.440
H -0.0052 -0.1201 -4.6009 -0.01 0.10 0.11 0.146
C 1.2104 -0.3960 5.6850 0.08 -0.37 -0.25 -0.054
C -3.6959 -1.7491 0.0191 -0.01 -0.08 0.06 -0.090
N 3.4956 -0.0306 -1.6575 0.22 -0.20 -0.08 0.090
H -4.8026 1.3619 0.7150 -0.05 0.07 0.04 0.103
H -2.7954 0.9040 -3.5077 -0.05 -0.04 -0.07 0.110
C 3.5488 -0.8463 1.1481 -0.14 0.12 -0.13 -0.035
H 4.5056 -0.0361 -3.4747 -0.13 0.06 0.00 0.127
H -2.5517 -2.2903 -1.7041 0.05 -0.09 -0.07 0.115
H 3.7651 -0.9846 -1.4787 -0.10 0.06 0.06 0.144
N 1.3670 0.9675 -3.5304 -0.37 0.37 0.04 0.091
H -3.6413 1.8216 -1.4036 0.00 0.11 -0.06 0.114
O -0.2483 -0.7718 2.8778 0.56 -0.21 0.12 -0.067
C 1.2765 -0.0724 1.1244 0.02 0.02 -0.06 0.053
H -2.2104 -0.4976 2.7515 0.10 0.04 -0.16 0.122
C 2.0412 -1.4225 2.9613 0.17 0.09 -0.12 -0.192
C 3.6478 0.4546 -3.0158 -0.19 0.07 -0.15 -0.070
H 1.5118 1.6335 -2.7759 0.13 -0.17 -0.07 0.112
C -3.0214 -0.2037 -1.7029 -0.07 0.00 -0.13 -0.242
C -3.6536 0.8173 -1.0039 0.03 -0.01 -0.02 -0.044
H 4.0719 -2.0063 2.8714 0.07 -0.05 0.09 0.122
H -0.3683 -0.3374 -2.1348 0.02 0.03 0.05 0.124
C 2.5334 -0.1295 0.5307 -0.12 -0.08 0.34 -0.143
C -3.0432 -1.4876 -1.1728 0.01 0.01 -0.01 -0.044
H -4.8516 -0.9308 1.6261 -0.05 -0.02 0.08 0.103
C -0.8437 0.4769 -2.6892 -0.02 -0.14 -0.42 -0.146
H -3.7107 -2.7542 0.4147 0.00 -0.09 0.03 0.104
H 2.2335 -0.2758 6.0345 0.07 0.03 0.07 0.081
H 4.5391 -0.8855 0.7206 0.11 0.00 -0.04 0.113
H -2.3050 -0.7934 -3.6302 -0.05 0.01 -0.07 0.124
O 2.3109 -0.7969 -4.6011 0.04 -0.39 -0.24 0.055
C -2.2953 0.0875 -2.9857 0.24 0.11 0.20 -0.151
H -0.5318 2.8484 -4.0606 -0.03 0.15 0.07 0.083
H 0.5139 0.4881 0.6083 -0.11 0.07 0.00 0.111

No. 3
61
Properties=species:S:1:pos:R:3:forces:R:3:lowdin_charge:R:1 method="wB97M-V/def2-TZVPD" homo_lumo_gap_ev=8.55 total_charge=0 smiles="CCOc1ccc(OCC)c(NC(=O)[C@@H]2CCCN(S(=O)(=O)c3ccc(C)cc3)C2)c1"
H 2.1807 -1.9044 -3.2643 0.07 0.03 -0.06 0.119
C -0.7137 -0.5997 2.1038 0.11 -0.15 0.06 -0.018
H 3.7109 -1.0179 -3.3775 0.01 0.02 -0.06 0.119
H -2.8506 3.5072 0.7649 0.01 0.12 0.03 0.113
H 5.1820 -0.8145 -1.2427 -0.02 0.01 0.10 0.132
C -4.0720 -1.9781 -0.3944 -0.08 -0.28 -0.31 -0.252
H 1.0460 3.5568 1.5785 0.02 0.01 0.03 0.056
H -1.8070 -3.0594 3.6207 -0.07 -0.05 0.06 0.087
C 1.6016 -0.5135 1.5247 0.48 0.49 -0.07 -0.260
C 0.8032 -0.2339 -1.6786 0.25 0.05 -0.34 -0.420
C 0.5670 -2.6180 1.9573 0.13 0.11 -0.06 -0.020
O 4.0900 0.0247 2.0763 -0.11 -0.31 -0.13 -0.272
O 2.6689 1.8580 1.2129 -0.22 -0.19 -0.17 -0.295
C -0.6504 -1.9845 2.1905 0.01 0.13 -0.01 -0.254
C -3.5028 1.4996 0.5187 -0.10 -0.34 -0.03 -0.006
O -4.1763 -0.7201 0.2454 -0.02 0.18 0.15 -0.058
O 0.4054 -1.3478 -1.4063 -0.12 -0.17 -0.02 0.086
C 0.1108 4.1124 1.6323 -0.10 -0.08 -0.38 -0.055
C 2.1504 0.0455 -2.3475 0.31 -0.19 -0.01 -0.196
H -1.6455 -0.0909 2.3004 -0.10 0.06 0.00 0.119
C 0.4083 0.1345 1.7631 0.03 0.17 0.03 -0.046
C 4.2795 -1.0521 -0.6636 0.15 -0.67 0.10 -0.185
H 2.5746 1.7801 -1.0524 0.06 0.07 -0.26 0.109
C 3.3778 -1.9806 -1.4758 0.16 0.15 -0.06 -0.162
H 2.6501 -2.3712 1.5033 0.10 -0.14 -0.01 0.114
C 2.8698 -1.2557 -2.7215 -0.29 -0.07 0.15 -0.146
S 3.0586 0.4730 1.1861 0.33 0.14 0.04 0.690
H 1.9366 0.6133 -3.2610 0.01 0.00 0.08 0.153
C -2.0405 0.0214 -0.6789 -0.28 -0.20 -0.03 0.041
H 2.5190 -2.2893 -0.8803 0.08 -0.06 -0.01 0.090
C -4.4412 -1.9157 -1.8732 0.10 0.13 0.38 -0.058
H -0.6268 3.5138 2.1636 -0.03 -0.03 0.11 0.071
H -4.4087 -2.9140 -2.3006 0.01 -0.11 -0.08 0.078
C 1.6968 -1.8869 1.6411 0.04 -0.22 0.04 -0.061
H 0.3509 5.0785 -0.2835 -0.16 -0.01 0.07 0.125
H -3.0681 -2.3979 -0.2639 -0.06 0.00 0.07 0.109
H -5.4447 -1.5132 -1.9880 -0.09 0.01 -0.03 0.080
H 3.9175 1.2488 -2.0832 -0.08 0.00 0.07 0.139
H -2.7686 -2.2068 2.4128 -0.12 0.01 -0.02 0.071
C 3.0771 0.9043 -1.4651 -0.42 0.44 -0.36 -0.148
H -1.9139 -3.7004 1.9855 -0.06 -0.08 -0.03 0.082
C -3.2351 0.2352 0.0012 0.12 0.45 -0.01 -0.282
H 4.5879 -1.4959 0.2827 0.16 -0.11 -0.14 0.111
H -4.7863 -2.6102 0.1412 0.18 0.02 -0.05 0.125
C -1.4163 2.3406 -0.3262 0.03 -0.28 -0.06 -0.220
N 0.0902 0.9029 -1.4837 -0.11 0.62 0.13 0.168
N 3.6116 0.1845 -0.3463 -0.39 0.20 0.93 -0.226
C -2.6061 2.5403 0.3547 0.23 0.09 -0.10 -0.007
O -0.4691 3.2988 -0.6006 -0.14 -0.42 -0.21 -0.071
H 0.3786 1.2086 1.6918 -0.09 0.17 0.01 0.096
C -1.1351 1.0582 -0.8270 -0.19 0.29 0.10 -0.151
H 3.9379 -2.8707 -1.7662 0.01 -0.04 0.02 0.117
H -4.4258 1.6545 1.0540 -0.12 0.02 0.06 0.118
H -1.3370 4.9768 0.2572 0.10 -0.04 -0.08 0.113
H 0.5509 1.7906 -1.6390 0.05 -0.20 -0.04 0.138
H -1.7705 -0.9418 -1.0730 0.00 -0.08 -0.01 0.106
C -1.8601 -2.7828 2.5674 0.03 0.00 0.06 -0.040
C -0.3783 4.4440 0.2273 0.15 0.32 0.38 -0.231
H 0.2787 5.0320 2.1858 -0.01 0.10 0.10 0.080
H -3.7486 -1.2771 -2.4155 0.04 0.02 -0.11 0.069
H 0.6301 -3.6936 2.0342 0.02 -0.11 0.01 0.118